102
Properties=species:S:1:pos:R:3:forces:R:3:mulliken_charge:R:1 method="wB97M-V/def2-TZVPD" energy_ev=-171581.681 total_charge=-2 spin_multiplicity=1 gap_ev=5.99 de_lowest_kj_mol=50.5 largest_force_ev_per_a=0.7
Ba 0.06183 0.56131 1.17615 0.175 0.249 -0.592 1.615
O -1.38521 3.79417 6.83923 -0.003 0.005 0.002 -0.572
C -1.10104 2.99133 5.76866 0.000 -0.003 0.000 1.199
C -2.10042 2.32868 5.07154 -0.004 -0.001 0.006 -0.639
C -1.73407 1.54550 3.99125 -0.002 -0.013 0.026 -0.037
N -0.46245 1.39975 3.63058 -0.068 0.089 0.244 0.255
C 0.49710 2.04371 4.29699 -0.026 -0.048 0.053 0.469
C 0.22429 2.85018 5.38594 0.005 0.011 -0.002 -0.682
C 1.93315 1.86527 3.77571 0.014 -0.075 0.024 -0.618
O 2.84620 2.31596 4.46849 -0.006 0.065 -0.005 -0.828
O 2.01963 1.25880 2.66364 0.179 -0.009 0.325 -0.171
C -2.79179 0.81697 3.14252 0.073 -0.069 0.124 -0.321
O -3.88017 0.60959 3.68084 -0.072 0.076 -0.096 -0.769
O -2.40710 0.50043 1.97477 -0.089 -0.027 0.097 -0.341
H -2.34181 3.82006 6.94397 -0.001 -0.002 0.001 0.282
H -3.14894 2.40014 5.33543 -0.001 -0.001 -0.001 0.390
H 1.03037 3.35872 5.89406 0.002 -0.002 0.000 0.551
O 0.07809 -3.71252 -1.40503 0.119 -0.137 -0.079 -0.712
C -0.84832 -3.53323 -2.32047 -0.075 -0.040 -0.056 0.065
C -1.23575 -4.57028 -3.18947 0.038 0.022 0.024 -0.823
C -2.18327 -4.36742 -4.17778 -0.009 0.012 -0.008 -0.417
C -2.78364 -3.12467 -4.33685 0.013 -0.019 0.008 -0.866
C -2.41755 -2.09058 -3.48216 -0.002 0.000 0.017 -0.667
C -1.47394 -2.26973 -2.48281 -0.089 0.005 0.042 0.168
C -1.05588 -1.12423 -1.57247 -0.027 -0.030 0.006 0.040
O -0.71278 -1.62209 -0.28536 -0.226 0.277 -0.036 -0.349
N -2.10529 -0.14316 -1.43783 -0.071 0.003 -0.121 0.326
N -1.66967 1.13799 -1.20630 -0.066 -0.171 0.015 -0.784
C -2.49440 2.03072 -0.81061 0.008 -0.047 -0.016 -0.583
C -3.94123 1.88692 -0.56040 -0.005 0.036 -0.005 -0.073
Br -4.52804 3.01519 0.84920 0.003 -0.002 0.003 -0.079
C -4.76878 1.10288 -1.25056 -0.006 0.000 0.011 -0.187
C -6.22612 0.92244 -1.11964 0.007 0.005 -0.011 0.206
C -6.73933 -0.37333 -1.18626 -0.005 0.003 -0.003 -0.425
C -8.10232 -0.60414 -1.09209 0.000 -0.001 -0.002 -0.580
C -8.97956 0.46187 -0.94997 -0.002 0.002 -0.001 -0.390
C -8.48145 1.75642 -0.90601 0.000 -0.001 -0.001 -0.621
C -7.11664 1.98649 -0.98941 -0.001 -0.001 0.010 -0.349
H -0.32455 -2.52238 -0.47200 0.150 -0.107 -0.010 -0.021
H -0.75294 -5.53230 -3.06041 -0.007 -0.007 -0.006 0.395
H -2.45611 -5.18864 -4.83260 0.001 0.002 0.001 0.359
H -3.52293 -2.95945 -5.11051 0.000 -0.002 0.001 0.391
H -2.86863 -1.11189 -3.59340 -0.003 0.006 0.003 0.424
H -0.19829 -0.58889 -2.00181 -0.004 -0.027 -0.056 0.269
H -2.83108 -0.45173 -0.79061 -0.017 0.001 -0.014 0.559
H -2.05406 3.00292 -0.60727 0.024 -0.014 0.019 0.602
H -4.29853 0.48920 -2.01227 0.004 -0.006 0.007 0.670
H -6.05463 -1.20570 -1.29920 0.000 0.000 0.000 0.463
H -8.47867 -1.61881 -1.12868 -0.001 0.000 0.000 0.367
H -10.04553 0.28482 -0.87636 -0.001 0.000 0.000 0.358
H -9.15934 2.59501 -0.80383 0.000 0.000 0.000 0.360
H -6.73468 2.99695 -0.95577 -0.003 -0.001 -0.001 0.483
O 5.23545 6.04946 -2.47971 -0.003 0.001 0.012 -0.532
C 5.14977 5.83326 -1.13015 -0.003 -0.021 -0.022 0.632
O 6.14770 5.97656 -0.46893 0.006 0.002 0.007 -0.621
C 3.82978 5.42432 -0.61771 -0.008 0.023 0.011 0.780
C 3.74724 4.85691 0.65710 0.000 -0.002 0.000 -0.802
C 2.54914 4.40370 1.16536 -0.010 0.039 0.023 -0.207
C 1.34843 4.50873 0.43167 0.020 -0.080 -0.054 0.292
S -0.16484 3.90825 1.03021 0.030 0.007 0.006 -0.316
C 1.43817 5.12765 -0.83327 0.013 -0.030 -0.012 -0.959
C 2.64207 5.56086 -1.34583 -0.007 -0.013 -0.005 -0.775
H 4.40639 5.76795 -2.88351 -0.001 -0.008 -0.001 0.299
H 4.65713 4.75559 1.23581 0.002 0.002 0.001 0.466
H 2.52576 3.93823 2.14187 -0.007 -0.012 0.009 0.294
H 0.52922 5.24314 -1.41002 0.000 0.002 0.001 0.352
H 2.63013 6.04144 -2.32138 0.005 0.003 0.004 0.276
O 2.44064 -5.91466 -2.64900 0.052 0.022 -0.008 -0.465
C 2.52039 -6.40796 -1.31988 -0.010 0.011 0.015 -0.592
N 2.15235 -5.32618 -0.45395 0.025 -0.011 -0.033 0.263
C 2.55845 -5.36221 0.83168 0.073 0.047 -0.009 0.469
O 3.23480 -6.28523 1.28152 -0.026 -0.002 0.001 -0.755
C 2.16934 -4.21080 1.71194 -0.009 -0.002 0.010 0.108
C 2.27085 -4.37205 3.08808 0.006 0.007 -0.002 -0.649
C 1.94553 -3.31415 3.91637 0.003 -0.003 -0.005 -0.919
C 1.52404 -2.12540 3.33764 -0.015 0.012 0.010 -0.355
N 1.42000 -1.95928 2.02198 0.075 0.021 -0.068 0.759
C 1.75162 -2.97796 1.22639 -0.021 -0.021 -0.001 -0.059
H 2.54999 -6.65976 -3.24561 -0.037 -0.004 -0.003 0.255
H 3.53265 -6.72817 -1.06573 -0.008 -0.003 0.023 0.410
H 1.84365 -7.26429 -1.19221 -0.014 0.006 -0.031 0.327
H 1.39853 -4.71079 -0.79246 -0.073 -0.045 0.057 0.236
H 2.61561 -5.32164 3.47601 -0.003 -0.002 0.001 0.461
H 2.01764 -3.39646 4.99226 0.001 0.000 0.000 0.443
H 1.26743 -1.26441 3.94661 0.002 -0.002 0.000 0.299
H 1.70355 -2.77715 0.16334 0.000 0.013 0.016 0.343
N 2.06055 -2.55682 -3.18381 -0.038 -0.063 0.033 -0.206
C 2.83103 -1.59312 -2.62794 -0.004 -0.003 -0.009 0.355
N 2.67092 -1.13681 -1.43151 0.000 0.005 0.003 0.123
C 3.58575 -0.12621 -1.16507 0.005 0.004 -0.010 -0.801
C 3.69002 0.54191 0.04851 -0.088 0.020 -0.048 0.150
C 4.62165 1.55394 0.18700 0.002 -0.013 -0.003 -1.061
C 5.46564 1.89625 -0.87052 0.007 0.015 0.003 -0.445
C 5.39532 1.21748 -2.07903 -0.006 -0.005 -0.004 -0.590
C 4.45400 0.20698 -2.21249 -0.004 0.007 0.009 0.785
S 4.10389 -0.81940 -3.58226 0.003 -0.003 0.001 -0.434
H 1.44528 -3.05774 -2.53458 0.032 0.037 -0.013 -0.139
H 2.45443 -3.10945 -3.92441 0.007 0.016 -0.002 0.278
H 3.04047 0.27756 0.87088 0.100 0.022 0.135 0.488
H 4.67284 2.08494 1.12801 0.002 -0.001 0.001 0.554
H 6.17418 2.70691 -0.75293 0.001 0.001 0.002 0.440
H 6.05165 1.48086 -2.89914 0.000 0.002 0.001 0.380